# 1
The following is a quantum chemistry calculation of a molecular structure, C4H5BO2 at a distorted geometry, from OMol25.

The geometry in ORCA input format:
```
! wB97M-V def2-TZVPD RIJCOSX def2/J DEFGRID3
* xyz 0 1
B -1.16465 0.65760 -0.09562
C 0.17587 1.28858 0.07591
C 1.19767 0.42129 0.07001
C -0.40038 -1.26665 -0.31314
C 1.05793 -1.07683 -0.00554
O -0.92906 -2.34235 -0.43641
O -2.35783 1.09463 0.27193
H 0.43302 2.31541 0.16624
H 2.19274 0.86802 0.10940
H 1.71151 -1.52541 -0.78057
H 1.18230 -1.27676 1.11503
H -3.09912 0.84245 -0.17726
*
```

The value obtained for the HOMO energy is -8.0 eV. For the energy above the lowest of the compared OMol25 structures with the same formula, charge and spin, the calculation gives 1.145 eV. The total energy is -330.710883 a.u.

# 2
The following is a quantum chemistry calculation of a single CHN5O molecule at a distorted geometry, from OMol25.

The geometry in ORCA input format:
```
! wB97M-V def2-TZVPD RIJCOSX def2/J DEFGRID3
* xyz 0 1
H 2.13959 0.64230 1.24559
N 1.46376 -0.08957 1.13847
C 0.39276 0.02321 0.54986
N -0.66480 -1.12523 0.50095
N -1.23744 -1.14554 -0.56761
N -1.11191 -0.26587 -1.55832
N -0.83980 0.87148 -1.24126
O -0.14215 1.08923 -0.06767
*
```

As for the SMILES: [H]/N=c1/nnnno1. The value obtained for the HOMO energy is -10.2 eV. For the energy above the lowest of the compared OMol25 structures with the same formula, charge and spin, the calculation gives 7.361 eV. The total energy is -387.539453 a.u.

# 3
The following is a quantum chemistry calculation of a molecular structure, C2H3MnO2 at a distorted geometry, from OMol25.

The geometry in ORCA input format:
```
! wB97M-V def2-TZVPD RIJCOSX def2/J DEFGRID3
* xyz 1 6
C -1.86728 -0.31305 -0.01218
O -2.67279 -1.19409 -0.12904
H -1.07223 -0.04647 -0.80810
H -1.15743 -0.19841 0.89312
C 1.30821 0.66103 -0.13521
O 1.68485 -0.39925 0.44345
Mn 3.23337 0.22084 -0.65356
H 0.54330 1.26938 0.40151
*
```

The value obtained for the HOMO energy (spin up / spin down) is -13.0 / -13.0 eV. For the energy above the lowest of the compared OMol25 structures with the same formula, charge and spin, the calculation gives 2.094 eV. The total energy is -1379.019870 a.u.